No. 1
{
  "formula": "C4H11S",
  "method": "ωB97M-V with the def2-TZVPD basis set",
  "e_tot_ev": -15161.709,
  "charge": -1,
  "e_lumo_ev": 3.49,
  "symbols": ["C", "C", "H", "H", "H", "H", "H", "H", "C", "C", "S", "H", "H", "H", "H", "H"],
  "positions_angstrom": [[-2.070, 3.515, -0.404], [-1.147, 2.575, 0.344], [-1.999, 4.575, -0.052], [-1.783, 3.594, -1.451], [-3.122, 3.410, -0.109], [-1.523, 2.204, 1.303], [-0.185, 3.019, 0.624], [-0.902, 1.719, -0.284], [1.992, -3.768, -0.059], [1.222, -2.456, 0.145], [1.790, -1.175, -1.041], [1.410, -4.598, 0.412], [2.011, -4.072, -1.105], [2.981, -3.680, 0.386], [0.150, -2.697, 0.054], [1.176, -2.164, 1.236]],
  "forces_ev_per_angstrom": [[0.0, 2.0, 1.3], [0.6, -0.3, 0.4], [0.7, -0.5, 0.0], [-0.7, -0.4, -0.2], [0.0, -0.9, -1.1], [-0.4, 0.0, -0.3], [-0.1, 0.2, -0.4], [0.0, -0.2, 0.2], [-1.2, -0.5, 0.8], [-0.6, 0.0, 0.3], [-0.3, -0.1, 0.6], [0.6, 0.3, 0.2], [0.4, 0.5, -0.1], [0.2, -0.3, -0.3], [0.0, 0.1, -0.7], [0.9, 0.0, -0.8]],
  "lowdin_charge": [-0.193, -0.178, 0.056, 0.060, 0.055, 0.059, 0.062, 0.059, -0.277, -0.883, 0.007, 0.047, 0.034, 0.041, 0.013, 0.036]
}

***

No. 2
{
  "formula": "C4H11S2",
  "method": "ωB97M-V with the def2-TZVPD basis set",
  "e_tot_ev": -25996.100,
  "charge": -1,
  "e_lumo_ev": 3.13,
  "symbols": ["C", "S", "C", "H", "H", "H", "H", "H", "H", "C", "C", "S", "H", "H", "H", "H", "H"],
  "positions_angstrom": [[-2.672, -0.380, -0.716], [-3.891, 0.762, -0.009], [-3.082, 1.177, 1.502], [-3.073, -1.302, -0.104], [-2.896, -0.657, -1.774], [-1.626, -0.015, -0.359], [-2.686, 2.203, 1.550], [-2.230, 0.455, 1.622], [-3.828, 1.197, 2.307], [3.805, -0.096, 0.086], [2.944, -0.678, -1.020], [0.988, -0.635, -0.696], [4.086, -1.024, 0.569], [4.575, 0.415, -0.493], [3.203, 0.501, 0.703], [3.238, -0.163, -2.003], [3.144, -1.762, -1.165]],
  "forces_ev_per_angstrom": [[-0.4, -1.8, 2.3], [-1.0, 1.0, -1.4], [0.9, 0.3, 1.0], [1.9, 1.1, -1.3], [0.7, 0.8, 0.8], [-1.6, -1.1, -1.4], [0.2, -0.3, -0.5], [-0.9, 0.7, 0.5], [0.4, -0.7, 0.0], [-0.1, -1.7, -1.7], [-2.2, -0.2, -1.9], [2.1, 0.1, -0.3], [0.9, 0.5, 0.9], [0.6, 0.2, 1.0], [-0.4, 1.1, 0.9], [-0.9, -0.7, 1.1], [0.0, 0.7, 0.0]],
  "lowdin_charge": [-0.455, 0.642, -0.487, 0.045, 0.036, -0.025, 0.027, 0.051, 0.018, -0.240, -0.745, -0.025, 0.049, 0.050, 0.011, 0.039, 0.008]
}

***

No. 3
{
  "formula": "C4H11S2",
  "method": "ωB97M-V with the def2-TZVPD basis set",
  "e_tot_ev": -25996.121,
  "charge": -1,
  "e_lumo_ev": 3.23,
  "symbols": ["C", "S", "C", "H", "H", "H", "H", "H", "H", "C", "C", "S", "H", "H", "H", "H", "H"],
  "positions_angstrom": [[-2.196, -1.091, -0.703], [-2.756, 0.405, -1.804], [-1.920, 1.627, -0.736], [-1.161, -0.994, -0.872], [-2.633, -2.137, -1.110], [-2.460, -0.963, 0.344], [-1.203, 1.962, -1.474], [-2.662, 2.307, -0.265], [-1.404, 1.310, 0.143], [2.823, -0.003, 1.356], [1.685, -0.570, 0.446], [1.769, -0.073, -1.295], [3.030, 1.057, 1.451], [3.721, -0.381, 0.908], [3.022, -0.366, 2.431], [0.711, -0.364, 0.718], [1.636, -1.728, 0.461]],
  "forces_ev_per_angstrom": [[-2.3, -1.2, -2.1], [-0.1, -1.9, 2.2], [-1.0, 0.5, -0.6], [1.4, -0.5, 0.1], [1.1, 2.6, 0.8], [-0.2, 0.2, -0.2], [0.2, 1.2, 0.6], [0.4, 0.2, -1.1], [0.6, -1.2, 0.1], [0.7, -1.3, 1.1], [1.5, -1.8, -0.2], [0.2, 0.2, -0.3], [-0.8, 0.5, -0.6], [0.7, -0.1, -0.6], [-1.3, 0.0, -1.1], [-2.0, 1.0, 1.3], [0.8, 1.5, 0.3]],
  "lowdin_charge": [-0.368, 0.635, -0.457, -0.057, 0.073, 0.015, 0.002, 0.028, 0.015, -0.235, -0.846, 0.084, 0.034, 0.017, 0.059, -0.051, 0.051]
}

***

No. 4
{
  "formula": "C4H11S2",
  "method": "ωB97M-V with the def2-TZVPD basis set",
  "e_tot_ev": -25996.241,
  "charge": -1,
  "e_lumo_ev": 3.32,
  "symbols": ["C", "S", "C", "H", "H", "H", "H", "H", "H", "C", "C", "S", "H", "H", "H", "H", "H"],
  "positions_angstrom": [[2.076, -0.987, 1.544], [1.134, -2.484, 0.810], [0.106, -1.620, -0.250], [2.018, -0.147, 0.878], [3.051, -1.230, 1.780], [1.601, -0.673, 2.535], [0.181, -1.893, -1.386], [-1.006, -1.528, -0.024], [0.448, -0.587, -0.006], [-1.612, 1.288, -1.342], [-0.639, 1.700, -0.216], [-1.243, 0.836, 1.270], [-2.762, 1.517, -1.243], [-1.665, 0.168, -1.345], [-1.340, 1.566, -2.420], [-0.706, 2.752, 0.006], [0.356, 1.322, -0.591]],
  "forces_ev_per_angstrom": [[-3.1, -0.6, 1.5], [2.1, -0.2, 1.9], [-2.2, 1.9, -2.7], [0.0, 0.2, -0.4], [2.2, -0.8, 0.1], [0.3, -0.4, -1.5], [0.3, 0.5, 2.0], [1.5, -0.6, 0.1], [-0.8, -0.6, -1.2], [-1.9, -0.8, -1.7], [-1.1, -1.4, -0.7], [0.2, 0.4, 0.8], [2.3, 0.2, 0.3], [0.3, 0.8, 0.0], [0.0, 0.0, 1.2], [0.6, 0.5, -0.3], [-0.5, 0.8, 0.6]],
  "lowdin_charge": [-0.359, 0.682, -0.639, 0.009, -0.028, 0.049, 0.062, 0.009, -0.066, -0.295, -0.790, 0.178, 0.075, 0.019, 0.051, 0.004, 0.040]
}

***

No. 5
{
  "formula": "C4H11S2",
  "method": "ωB97M-V with the def2-TZVPD basis set",
  "e_tot_ev": -25997.391,
  "charge": -1,
  "e_lumo_ev": 3.30,
  "symbols": ["C", "S", "C", "H", "H", "H", "H", "H", "H", "C", "C", "S", "H", "H", "H", "H", "H"],
  "positions_angstrom": [[1.423, -2.090, -1.240], [2.792, -2.034, 0.004], [1.847, -1.294, 1.370], [1.706, -1.373, -2.004], [0.413, -1.840, -0.903], [1.413, -3.131, -1.569], [0.917, -1.817, 1.590], [2.376, -1.222, 2.320], [1.547, -0.297, 1.052], [-2.417, 2.350, 0.187], [-1.202, 1.584, -0.301], [-1.450, -0.234, -0.396], [-2.669, 2.103, 1.218], [-3.258, 2.191, -0.486], [-2.188, 3.433, 0.157], [-0.304, 1.727, 0.304], [-0.944, 1.944, -1.304]],
  "forces_ev_per_angstrom": [[0.7, -0.5, 0.2], [-0.9, 0.0, 0.4], [-0.4, 0.4, 0.1], [-0.2, -0.2, -0.3], [0.4, 0.3, 0.5], [0.0, 0.2, -0.5], [0.1, -0.2, -0.3], [0.5, -0.1, -0.3], [0.0, 0.0, 0.1], [0.6, 0.8, 0.0], [0.2, -0.9, -0.5], [-0.3, 0.2, 0.1], [-0.2, -0.2, -0.1], [-0.1, -0.2, 0.2], [-0.1, -0.1, 0.1], [-0.2, 0.4, 0.3], [0.0, 0.1, 0.0]],
  "lowdin_charge": [-0.434, 0.652, -0.469, 0.013, -0.079, 0.007, 0.023, 0.017, 0.010, -0.254, -0.824, 0.161, 0.046, 0.045, 0.049, 0.015, 0.022]
}

***

No. 6
{
  "formula": "C4H12",
  "method": "ωB97M-V with the def2-TZVPD basis set",
  "e_tot_ev": -4340.436,
  "multiplicity": 2,
  "charge": -1,
  "e_lumo_ev": [4.35, 4.56],
  "s_squared": 0.7502,
  "symbols": ["C", "C", "H", "H", "H", "H", "H", "H", "C", "C", "H", "H", "H", "H", "H", "H"],
  "positions_angstrom": [[1.505, -0.078, 0.885], [2.291, -1.124, 0.090], [1.211, 0.762, 0.241], [0.537, -0.426, 1.194], [2.003, 0.212, 1.796], [2.407, -2.039, 0.693], [1.684, -1.550, -0.707], [3.233, -0.743, -0.312], [-2.164, 1.294, -0.663], [-1.562, -0.060, -0.243], [-3.255, 1.247, -0.802], [-1.835, 2.143, -0.049], [-1.715, 1.670, -1.594], [-2.337, -0.810, -0.386], [-0.747, -0.265, -0.935], [-1.255, -0.232, 0.789]],
  "forces_ev_per_angstrom": [[-0.2, 0.0, -0.7], [-0.7, -0.7, 0.5], [0.5, 0.2, 0.3], [-0.2, -0.6, 0.2], [0.5, 0.4, 0.1], [0.6, 0.4, 0.2], [-0.1, 0.5, -0.5], [0.0, -0.2, 0.1], [0.6, 0.8, 0.0], [-0.8, -0.1, -0.7], [0.4, 0.3, 0.3], [-0.6, -0.3, 0.6], [-0.3, -0.7, -0.3], [0.0, -0.3, -0.3], [0.3, -0.4, 0.3], [0.0, 0.6, -0.1]],
  "lowdin_charge": [-0.329, -0.291, 0.036, -0.001, 0.029, 0.042, 0.026, 0.041, -0.344, -0.356, 0.032, 0.030, 0.023, 0.018, 0.028, 0.017]
}

***

No. 7
{
  "formula": "C4H12",
  "method": "ωB97M-V with the def2-TZVPD basis set",
  "e_tot_ev": -4340.647,
  "multiplicity": 2,
  "charge": -1,
  "e_lumo_ev": [4.42, 4.55],
  "s_squared": 0.7503,
  "symbols": ["C", "C", "H", "H", "H", "H", "H", "H", "C", "C", "H", "H", "H", "H", "H", "H"],
  "positions_angstrom": [[1.220, 1.576, 0.901], [1.900, 1.868, -0.439], [0.987, 0.512, 0.969], [1.769, 1.885, 1.804], [0.311, 2.175, 1.067], [1.377, 2.682, -0.961], [1.681, 1.072, -1.151], [2.951, 2.147, -0.357], [-1.536, -1.928, 0.494], [-1.513, -1.578, -0.996], [-1.882, -2.961, 0.640], [-0.619, -1.711, 1.041], [-2.298, -1.342, 1.019], [-2.455, -1.833, -1.468], [-1.253, -0.516, -1.099], [-0.643, -2.047, -1.463]],
  "forces_ev_per_angstrom": [[-0.1, 0.5, 0.7], [-1.0, 0.8, -0.3], [-0.1, 0.1, 0.2], [0.5, -0.4, -0.4], [-0.2, -0.4, -0.5], [0.3, 0.3, 0.3], [0.7, -0.5, 0.1], [0.0, -0.4, -0.2], [-1.1, -0.1, 0.2], [1.2, 0.5, 0.8], [0.5, 0.0, 0.1], [0.2, -0.3, -0.3], [-0.1, 0.2, -0.1], [0.0, 0.0, -0.3], [-0.5, 0.0, -0.1], [-0.3, -0.4, -0.3]],
  "lowdin_charge": [-0.336, -0.325, 0.024, 0.033, 0.024, 0.032, 0.023, 0.037, -0.338, -0.335, 0.035, 0.024, 0.026, 0.033, 0.024, 0.020]
}